The following is a quantum chemistry calculation of C41H63AsGeN3ReSSi3 as an isolated structure in a non-equilibrium geometry, from the Open Molecules 2025 dataset.

As for the charge: +2. As for the calculated total energy: -201953.027 eV. For the relative energy (zero: lowest compared OMol25 entry of this formula, charge and spin), the calculation gives 10.7 kcal per mole. Its LUMO energy is -6.60 eV. As for the maximum force: 1.0 eV Å⁻¹. For the gap between HOMO and LUMO, the calculation gives 6.601 eV. As for the multiplicity: 1.

```
114
C41H63AsGeN3ReSSi3 | the Open Molecules 2025 dataset | ωB97M-V/def2-TZVPD
Re -0.406 0.251 0.794
C 1.817 6.783 -0.305
C 1.902 5.889 0.919
N 0.904 4.800 0.909
C 0.977 3.518 0.581
S -0.492 2.636 0.998
N 1.990 2.879 0.021
C 3.283 3.382 -0.481
C 4.411 3.261 0.529
H 2.497 7.627 -0.186
H 0.809 7.180 -0.429
H 2.084 6.250 -1.218
H 1.691 6.463 1.820
H 2.888 5.464 1.056
H -0.011 5.074 1.234
H 1.829 1.890 -0.107
H 3.147 4.395 -0.836
H 3.498 2.785 -1.363
H 4.170 3.755 1.472
H 5.316 3.717 0.127
H 4.632 2.214 0.739
C 2.191 0.770 3.942
C 2.827 -0.337 3.144
C 4.045 -0.862 3.552
C 4.628 -1.913 2.865
C 3.993 -2.465 1.764
C 2.783 -1.967 1.301
C 2.115 -2.654 0.148
C 2.218 -0.877 1.991
N 0.994 -0.294 1.669
H 2.333 0.591 5.008
H 1.124 0.864 3.745
H 2.654 1.730 3.716
H 4.528 -0.456 4.433
H 5.572 -2.320 3.203
H 4.444 -3.304 1.248
H 1.548 -3.517 0.498
H 2.859 -3.026 -0.553
H 1.440 -2.005 -0.395
C -0.281 -1.731 4.660
Si -1.902 -0.980 4.149
C -3.337 -1.843 4.951
C -1.936 0.866 4.417
As -2.160 -1.290 1.782
Si -4.221 -0.302 1.024
C -3.901 1.527 0.896
C -5.561 -0.669 2.256
C -4.514 -1.057 -0.646
Si -2.178 -3.635 1.225
C -3.903 -4.217 1.602
C -0.924 -4.424 2.354
C -1.775 -3.771 -0.583
H -0.007 -1.317 5.635
H 0.534 -1.513 3.967
H -0.360 -2.813 4.772
H -3.204 -1.838 6.037
H -3.405 -2.888 4.638
H -4.287 -1.356 4.731
H -1.437 1.108 5.359
H -2.964 1.232 4.485
H -1.429 1.432 3.631
H -3.561 1.957 1.841
H -4.835 2.028 0.621
H -3.173 1.767 0.114
H -5.532 0.030 3.095
H -5.543 -1.684 2.653
H -6.522 -0.531 1.748
H -3.580 -1.103 -1.208
H -5.211 -0.442 -1.221
H -4.932 -2.063 -0.578
H -4.030 -4.447 2.662
H -4.096 -5.136 1.040
H -4.672 -3.500 1.314
H -1.400 -4.726 3.290
H -0.090 -3.768 2.600
H -0.515 -5.325 1.888
H -2.680 -3.675 -1.186
H -1.344 -4.756 -0.783
H -1.056 -3.022 -0.915
C -0.280 -0.165 -0.865
Ge 0.237 -0.115 -2.800
C -1.367 -0.362 -3.843
C -1.485 0.385 -5.017
C -2.560 0.189 -5.874
C -3.531 -0.754 -5.565
C -3.419 -1.509 -4.405
C -2.341 -1.313 -3.553
C 1.544 -1.467 -3.262
C 2.818 -1.511 -2.692
C 3.753 -2.446 -3.110
C 3.422 -3.358 -4.106
C 2.160 -3.328 -4.680
C 1.227 -2.386 -4.263
C 0.954 1.677 -3.034
C 2.288 1.869 -3.396
C 2.756 3.138 -3.719
C 1.903 4.231 -3.656
C 0.580 4.057 -3.267
C 0.107 2.785 -2.969
H -0.736 1.126 -5.276
H -2.638 0.770 -6.783
H -4.370 -0.906 -6.231
H -4.167 -2.256 -4.169
H -2.247 -1.936 -2.673
H 3.092 -0.815 -1.907
H 4.740 -2.464 -2.663
H 4.152 -4.085 -4.437
H 1.900 -4.034 -5.458
H 0.247 -2.372 -4.727
H 2.955 1.021 -3.509
H 3.777 3.265 -4.056
H 2.260 5.212 -3.947
H -0.095 4.903 -3.241
H -0.941 2.658 -2.717
```